# 1
Computed, not measured: an isolated ion of composition C5H10N and charge +1 at a distorted geometry, with ωB97M-V with the def2-TZVPD basis set.

## Properties
SMILES string   CC(C)[NH+]1C=C1
HOMO energy   -16.146 eV
Calculated total energy   -250.8681 Ha
2S+1   1
Gap between HOMO and LUMO   11.9 eV
Net charge   +1
Relative energy (zero: lowest compared OMol25 entry of this formula, charge and spin)   360.27 kJ/mol

Each line ends with the Löwdin charge.
Element x y z (Å)
C1 0.610 -1.453 -0.778  0.02
C2 0.272 0.125 -0.511  -0.30
C3 0.935 0.719 0.751  0.00
N1 -1.154 0.454 -0.577  0.04
C4 -1.947 1.058 0.551  0.13
C5 -2.115 -0.188 0.406  0.14
H1 0.617 -1.774 -1.817  0.08
H2 1.548 -1.746 -0.434  0.05
H3 -0.079 -2.025 -0.076  0.09
H4 0.660 0.672 -1.281  0.11
H5 1.003 -0.110 1.481  0.11
H6 0.416 1.578 1.037  0.06
H7 1.912 0.954 0.664  0.06
H8 -1.525 0.477 -1.456  0.14
H9 -2.224 2.024 0.850  0.13
H10 -2.168 -1.130 0.859  0.13

Cartesian forces (eV/Å) of the 6 atoms listed first:
C -2.92 1.56 1.34
C 1.94 -1.91 1.07
C -2.53 -3.75 0.08
N -0.04 -1.46 3.40
C -0.43 -0.39 -1.03
C 1.16 0.86 0.35

---

# 2
Computed, not measured: C5H10N as an isolated structure at a distorted geometry, with ωB97M-V with the def2-TZVPD basis set.

## Properties
HOMO energy   -13.420 eV
Calculated total energy   -250.8551 Ha
2S+1   1
Gap between HOMO and LUMO   9.6 eV
Net charge   +1
Relative energy (zero: lowest compared OMol25 entry of this formula, charge and spin)   394.22 kJ/mol

Each line ends with the Löwdin charge.
Element x y z (Å)
C1 -0.952 -1.415 -0.711  0.24
C2 -0.039 -0.561 -0.297  -0.32
C3 -1.087 0.508 -0.536  -0.09
C4 2.377 0.089 -0.235  -0.08
C5 1.187 -0.502 0.578  -0.20
N1 -2.024 0.816 0.528  0.15
H1 -1.259 -2.069 -1.504  0.10
H2 -1.312 0.828 -1.562  0.13
H3 3.237 0.048 0.382  0.05
H4 2.172 1.257 -0.489  0.13
H5 2.462 -0.456 -1.188  0.08
H6 0.878 0.155 1.425  0.12
H7 1.424 -1.513 1.027  0.14
H8 -3.079 0.794 0.280  0.21
H9 -1.926 1.764 0.910  0.17
H10 -2.060 0.259 1.391  0.18

Cartesian forces (eV/Å) of the 6 atoms listed first:
C 1.59 4.12 -0.21
C -0.95 -1.27 1.64
C 0.46 -4.14 -1.89
C -2.04 2.40 -0.62
C -0.11 -0.09 -0.15
N -3.66 1.20 0.98

---

Number 1: M 84.142 g/mol. Number 2: M 84.142 g/mol.